1.
# C6H13Cl2N2

A molecular structure, C6H13Cl2N2 at a distorted geometry (ωB97M-V with the def2-TZVPD basis set, OMol25).

XYZ file:
```
23
Properties=species:S:1:pos:R:3:forces:R:3
C -0.075 -0.016 2.299 1.016 -0.871 0.067
C 0.315 -1.031 1.188 2.684 0.456 -0.042
C -0.999 1.009 1.595 -1.621 -3.427 2.504
C 0.096 -0.492 -0.184 0.578 4.777 -1.017
C -0.595 1.313 0.290 0.651 -2.596 -4.347
C 1.318 -0.128 -1.125 -1.944 1.349 3.212
N -0.866 -1.073 -1.018 0.734 -2.249 -1.258
N 0.799 0.117 -2.482 -0.155 0.682 -0.542
Cl -1.958 1.647 -0.903 0.659 0.012 0.762
Cl 0.583 2.553 0.140 0.581 0.509 0.003
H -0.590 -0.627 3.086 0.241 0.996 -0.555
H 0.812 0.458 2.800 -0.803 -0.281 -0.683
H 1.341 -1.547 1.253 -1.346 0.972 0.277
H -0.388 -1.778 1.233 -1.475 -2.115 0.412
H -2.019 0.585 1.562 0.361 0.176 0.053
H -0.996 1.775 2.252 -0.512 3.076 1.793
H 1.924 -0.956 -1.138 1.733 -1.925 -0.401
H 1.819 0.694 -0.556 -0.065 -0.423 -1.447
H -0.629 -2.092 -1.202 -1.030 1.474 0.546
H -1.796 -0.871 -0.749 -1.169 -0.389 0.188
H 1.503 -0.282 -3.115 -0.758 0.329 -0.326
H 0.590 1.103 -2.734 0.558 -0.511 0.403
H -0.189 -0.361 -2.491 1.083 -0.021 0.398
```
Positions in Å, forces in eV/Å.

Calculated values
Lowest unoccupied orbital energy ... -3.101 eV
E_tot ... -1266.01057 a.u.
E_HOMO ... -13.39 eV
HOMO-LUMO gap ... 10.289 eV
ΔE to the lowest compared entry with this formula, charge and spin ... 0.6658 eV
Charge ... +1

2.
# C5H9NO

C5H9NO in the gas phase at a distorted geometry (ωB97M-V with the def2-TZVPD basis set, OMol25).

XYZ file:
```
16
Properties=species:S:1:pos:R:3:forces:R:3
C 1.391 -0.807 0.201 -0.034 0.149 0.465
C 0.406 0.351 0.130 0.006 0.216 0.245
C 0.917 1.618 -0.482 -0.090 0.093 -0.091
N -2.024 -0.102 -0.630 -0.364 0.276 -0.279
C -1.761 -1.107 0.440 -0.044 -0.421 0.183
C -0.990 0.118 0.342 0.041 -0.469 -0.647
O -0.726 1.046 1.281 1.259 -0.525 -0.055
H 1.901 -0.852 1.158 0.127 -0.069 0.185
H 2.166 -0.704 -0.576 -0.319 0.265 0.305
H 0.901 -1.776 0.028 -0.010 0.363 0.198
H 1.410 1.451 -1.446 -0.141 -0.073 0.065
H 1.672 2.038 0.197 -0.120 -0.038 -0.168
H 0.101 2.332 -0.572 0.156 0.035 -0.154
H -1.528 -0.406 -1.470 -0.399 0.199 -0.017
H -2.549 -1.140 1.186 0.128 -0.041 -0.077
H -1.289 -2.058 0.213 -0.196 0.043 -0.158
```
Positions in Å, forces in eV/Å.

Calculated values
Lowest unoccupied orbital energy ... 0.785 eV
E_tot ... -325.78418 a.u.
E_HOMO ... -9.12 eV
HOMO-LUMO gap ... 9.908 eV
ΔE to the lowest compared entry with this formula, charge and spin ... 4.1736 eV

3.
# C12H30AgN2O4

A molecular structure, C12H30AgN2O4 at a distorted geometry (ωB97M-V with the def2-TZVPD basis set, OMol25).

XYZ file:
```
49
Properties=species:S:1:pos:R:3:forces:R:3
Ag -0.530 0.324 -0.067 0.778 0.244 0.832
C -3.391 -1.211 -1.303 -0.110 -0.568 -0.431
O -2.955 -0.153 -0.464 0.306 -0.221 -0.053
C -3.746 1.008 -0.528 -0.328 0.533 -0.192
C -3.301 1.925 0.590 0.030 -0.758 1.012
N -1.833 2.131 0.666 0.147 0.357 -1.398
C -1.400 3.200 -0.280 -0.121 -0.479 -0.137
C 0.103 3.453 -0.246 -1.366 0.879 -0.529
O 0.817 2.229 -0.229 -0.175 0.030 0.495
C 2.218 2.496 -0.184 1.505 -0.507 -0.116
H -2.665 -2.018 -1.232 0.090 0.084 0.086
H -3.460 -0.913 -2.351 -0.002 0.212 0.024
H -4.354 -1.625 -0.997 -0.087 0.256 0.162
H -4.812 0.806 -0.377 0.073 -0.265 0.152
H -3.704 1.470 -1.522 0.319 0.026 0.020
H -3.523 1.448 1.549 -0.348 -0.077 -0.160
H -3.900 2.838 0.555 0.391 0.275 -0.058
H -1.572 2.447 1.597 -0.072 -0.309 0.096
H -2.003 4.084 -0.056 0.446 0.301 0.016
H -1.685 2.933 -1.302 -0.067 -0.350 0.146
H 0.350 4.120 0.584 0.360 -0.351 0.157
H 0.301 3.983 -1.184 0.373 0.082 0.188
H 2.571 2.868 -1.147 -0.203 0.055 -0.072
H 2.778 1.588 0.047 -0.357 -0.147 -0.072
H 2.550 3.198 0.585 -0.733 0.197 0.104
C 4.865 -1.163 1.398 0.496 -0.472 -0.865
O 3.851 -0.663 0.535 -1.010 0.468 0.286
C 3.682 -1.281 -0.722 0.864 0.382 0.759
C 2.376 -0.784 -1.295 -0.434 -0.257 -0.238
N 1.282 -1.112 -0.348 -1.157 -0.915 -0.067
C 0.635 -2.405 -0.681 -0.576 -0.371 0.006
C -0.272 -2.862 0.443 0.442 -0.617 0.416
O -1.147 -1.805 0.781 0.233 0.714 0.026
C -1.997 -2.064 1.893 -1.009 -0.554 0.090
H 4.630 -0.818 2.396 0.192 0.109 0.070
H 5.838 -0.826 1.028 0.023 0.226 0.383
H 4.921 -2.258 1.373 -0.318 0.032 0.116
H 3.663 -2.364 -0.543 -0.025 -0.079 -0.482
H 4.523 -1.007 -1.368 -0.122 -0.281 -0.251
H 2.179 -1.306 -2.233 -0.061 0.006 0.010
H 2.322 0.278 -1.528 0.446 -0.005 0.195
H 1.658 -1.302 0.588 0.274 0.947 -0.047
H 1.373 -3.196 -0.843 0.170 0.141 -0.039
H 0.058 -2.323 -1.605 0.090 0.209 -0.023
H 0.280 -3.172 1.342 0.235 0.287 -0.101
H -0.799 -3.780 0.152 -0.265 0.277 -0.215
H -2.480 -1.151 2.230 0.217 0.187 -0.219
H -1.503 -2.528 2.748 0.399 0.075 -0.210
H -2.791 -2.739 1.554 0.053 -0.008 0.130
```
Positions in Å, forces in eV/Å.

Calculated values
Lowest unoccupied orbital energy (spin up / spin down) ... -5.811 / -10.372 eV
E_tot ... -1031.97262 a.u.
E_HOMO (spin up / spin down) ... -15.69 / -15.69 eV
HOMO-LUMO gap (spin up / spin down) ... 9.883 / 5.318 eV
⟨S²⟩ ... 0.754
Spin multiplicity ... 2
Charge ... +2

4.
# C5H6O3

C5H6O3 in the gas phase at a distorted geometry (ωB97M-V with the def2-TZVPD basis set, OMol25).

XYZ file:
```
14
Properties=species:S:1:pos:R:3:forces:R:3
C 0.564 0.949 -1.007 -2.308 6.208 -2.585
C 0.250 -0.727 0.171 -4.286 -0.456 0.948
C -0.707 0.615 -0.327 5.502 -3.642 1.232
C 0.666 -0.870 1.427 -0.180 0.377 -0.253
C -1.543 1.284 0.429 -0.067 -0.042 0.051
O 0.845 0.351 -2.203 0.574 -0.425 1.001
O 0.136 -1.760 -0.728 -0.128 -0.114 0.102
O 1.056 2.045 -0.726 0.826 -2.163 -0.194
H 0.585 -0.586 -2.180 -0.098 0.170 -0.080
H 0.270 -2.606 -0.282 0.228 0.018 -0.088
H 0.783 0.002 2.046 -0.245 0.085 0.182
H 0.800 -1.846 1.872 0.693 -0.106 -0.142
H -2.097 0.795 1.216 -0.033 0.065 0.097
H -1.606 2.355 0.291 -0.479 0.026 -0.268
```
Positions in Å, forces in eV/Å.

Calculated values
Lowest unoccupied orbital energy ... -0.334 eV
E_tot ... -419.70624 a.u.
E_HOMO ... -9.33 eV
HOMO-LUMO gap ... 8.995 eV
ΔE to the lowest compared entry with this formula, charge and spin ... 3.6234 eV

5.
# C7H14

C7H14 in the gas phase (ωB97M-V with the def2-TZVPD basis set, OMol25).

XYZ file:
```
21
Properties=species:S:1:pos:R:3:forces:R:3
C -1.320 1.268 -0.345 0.017 0.048 -0.020
C -1.246 -0.152 0.221 -0.003 0.001 0.038
C -2.326 -1.037 -0.403 -0.041 -0.041 -0.013
C 0.140 -0.789 0.027 0.028 -0.037 -0.032
C 1.298 0.107 0.414 -0.104 0.019 0.095
C 2.706 -0.278 0.063 0.138 -0.139 0.052
C 2.042 0.869 -0.647 -0.029 0.159 -0.119
H -0.959 1.296 -1.380 -0.073 -0.026 0.111
H -2.352 1.637 -0.339 0.139 -0.057 0.024
H -0.709 1.966 0.237 -0.063 -0.095 -0.115
H -1.437 -0.095 1.303 0.032 0.001 -0.137
H -3.330 -0.683 -0.142 0.149 -0.041 -0.045
H -2.244 -1.027 -1.498 0.007 -0.012 0.148
H -2.238 -2.078 -0.071 -0.005 0.147 -0.029
H 0.179 -1.722 0.608 -0.008 0.128 -0.078
H 0.256 -1.081 -1.028 -0.009 0.056 0.119
H 1.175 0.619 1.369 0.033 -0.077 -0.140
H 3.493 -0.050 0.776 -0.135 -0.039 -0.120
H 2.858 -1.202 -0.490 -0.058 0.150 0.070
H 1.738 0.709 -1.679 0.028 0.022 0.187
H 2.381 1.879 -0.436 -0.042 -0.168 0.003
```
Positions in Å, forces in eV/Å.

Calculated values
Lowest unoccupied orbital energy ... 1.230 eV
E_tot ... -275.08648 a.u.
E_HOMO ... -10.09 eV
HOMO-LUMO gap ... 11.320 eV
ΔE to the lowest compared entry with this formula, charge and spin ... 0.8099 eV

6.
# C4H10NS

A gas-phase ion, C4H10NS (charge -1) at a distorted geometry (ωB97M-V with the def2-TZVPD basis set, OMol25).

XYZ file:
```
16
Properties=species:S:1:pos:R:3:forces:R:3
C 0.610 -0.435 -0.775 -0.409 0.580 0.061
C -0.423 0.626 -0.409 0.327 1.600 0.013
S -1.118 1.563 -1.830 0.012 -0.355 -0.198
C 1.328 -1.066 0.407 0.045 -1.167 0.276
N 0.419 -1.595 1.454 1.424 0.573 0.467
C 0.249 -0.670 2.570 -1.687 -0.090 -0.507
H 0.077 -1.166 -1.387 0.345 -0.280 -0.142
H 1.314 0.132 -1.388 0.113 -0.437 -0.292
H 0.128 1.407 0.146 -0.244 -0.367 0.311
H -1.273 0.315 0.195 0.162 -0.477 0.186
H 1.966 -1.918 0.123 -0.280 0.022 -0.532
H 2.086 -0.429 0.869 -0.456 0.532 0.126
H -0.466 -1.808 1.050 -0.637 -0.036 -0.360
H 1.215 -0.353 2.941 0.034 -0.163 0.417
H -0.421 -1.153 3.294 0.738 -0.134 0.449
H -0.355 0.220 2.323 0.513 0.198 -0.276
```
Positions in Å, forces in eV/Å.

Calculated values
Lowest unoccupied orbital energy ... 3.816 eV
E_tot ... -611.34832 a.u.
E_HOMO ... -2.22 eV
HOMO-LUMO gap ... 6.033 eV
ΔE to the lowest compared entry with this formula, charge and spin ... 0.4762 eV
Charge ... -1

7.
# C5H8NO2

A gas-phase ion, C5H8NO2 (charge -1) at a distorted geometry (ωB97M-V with the def2-TZVPD basis set, OMol25).

XYZ file:
```
16
Properties=species:S:1:pos:R:3:forces:R:3
C -0.211 0.310 -0.939 0.381 3.719 -3.360
C 0.967 -0.178 -0.191 3.118 -0.264 -2.096
C -1.496 -0.081 -0.268 -1.183 -0.077 0.112
C 1.132 0.584 1.089 -1.725 -2.571 2.676
C -0.368 0.416 1.810 8.151 1.402 4.399
N -1.481 0.175 1.202 -6.599 -0.982 -6.253
O -2.645 0.082 1.750 0.265 -0.128 0.885
O 1.525 1.813 1.027 0.125 0.595 -0.150
H 0.024 1.452 -1.022 -1.032 -1.495 0.691
H -0.235 0.127 -2.092 -0.080 -0.570 1.930
H 0.955 -1.249 -0.120 -0.263 -0.815 0.737
H 1.984 -0.002 -0.733 -1.735 0.014 0.310
H -2.508 0.179 -0.711 1.258 1.064 0.591
H -1.603 -1.128 -0.519 0.361 -1.260 0.784
H 1.699 -0.186 1.806 -0.163 1.276 -0.800
H -0.287 0.702 2.861 -0.879 0.092 -0.459
```
Positions in Å, forces in eV/Å.

Calculated values
Lowest unoccupied orbital energy (spin up / spin down) ... 4.060 / 2.792 eV
E_tot ... -400.34002 a.u.
E_HOMO (spin up / spin down) ... -1.02 / -2.98 eV
HOMO-LUMO gap (spin up / spin down) ... 5.084 / 5.771 eV
⟨S²⟩ ... 2.010
ΔE to the lowest compared entry with this formula, charge and spin ... 0.0000 eV
Spin multiplicity ... 3
Charge ... -1

8.
# C3H10N2O

2 unconnected molecules or ions with the total composition C3H10N2O at a distorted geometry (ωB97M-V with the def2-TZVPD basis set, OMol25).

XYZ file:
```
16
Properties=species:S:1:pos:R:3:forces:R:3
C -0.952 -0.842 -0.339 -2.879 -2.603 0.171
C -1.183 -0.199 -1.527 0.791 3.011 -0.548
N -1.976 -0.898 0.659 3.676 -0.597 0.180
H -0.190 -1.660 -0.157 -1.461 0.081 -0.657
H -1.075 0.911 -1.614 -1.606 -0.437 1.084
H -1.571 -0.485 -2.498 1.846 -1.379 -0.336
H 2.437 -0.766 1.219 0.098 -0.201 -0.917
H -2.660 -0.245 0.838 -1.524 1.858 -0.370
H -2.148 -1.774 1.113 0.803 -0.101 0.420
N 1.007 1.451 1.201 0.090 -3.617 -1.640
C 1.802 0.678 0.099 -3.913 -0.133 -3.558
O 2.132 -0.681 0.285 0.963 0.524 3.041
H 0.514 2.172 0.646 0.157 -0.505 0.521
H 0.283 0.657 1.387 1.039 2.205 -0.053
H 1.111 0.402 -0.813 0.443 1.448 1.572
H 2.468 1.278 -0.498 1.478 0.448 1.091
```
Positions in Å, forces in eV/Å.

Calculated values
Lowest unoccupied orbital energy ... -0.018 eV
E_tot ... -304.84652 a.u.
E_HOMO ... -6.88 eV
HOMO-LUMO gap ... 6.865 eV
ΔE to the lowest compared entry with this formula, charge and spin ... 6.2076 eV

9.
# C4H4O2

C4H4O2 in the gas phase at a distorted geometry (ωB97M-V with the def2-TZVPD basis set, OMol25).

XYZ file:
```
10
Properties=species:S:1:pos:R:3:forces:R:3
O -2.263 -0.454 0.103 0.224 -0.083 -0.136
C -1.192 0.383 -0.266 0.426 0.209 0.071
C 0.199 -0.315 -0.031 -0.189 -0.738 -0.016
O 0.161 -1.514 -0.188 0.245 0.019 0.030
C 1.550 0.240 0.323 0.119 0.197 0.159
C 2.708 0.411 0.647 -1.075 0.022 -0.276
H -2.311 -1.222 -0.485 0.298 0.211 0.220
H -1.347 1.302 0.300 0.353 0.004 -0.116
H -1.240 0.595 -1.347 0.210 0.212 0.261
H 3.735 0.575 0.944 -0.611 -0.053 -0.197
```
Positions in Å, forces in eV/Å.

Calculated values
Lowest unoccupied orbital energy ... 0.126 eV
E_tot ... -305.19488 a.u.
E_HOMO ... -10.33 eV
HOMO-LUMO gap ... 10.455 eV
ΔE to the lowest compared entry with this formula, charge and spin ... 2.3016 eV

10.
# C3H3FO2

C3H3FO2 in the gas phase at a distorted geometry (ωB97M-V with the def2-TZVPD basis set, OMol25).

XYZ file:
```
9
Properties=species:S:1:pos:R:3:forces:R:3
C 1.600 0.285 0.001 -0.224 -0.028 -0.016
C 0.493 -0.443 0.000 0.131 -0.038 -0.003
C -0.832 0.232 -0.001 0.583 1.319 0.013
O -1.050 1.404 0.000 -0.263 -0.120 -0.005
O -1.723 -0.769 0.000 -1.358 -1.441 -0.002
F -3.091 -0.384 0.000 0.921 0.402 -0.001
H 2.577 -0.166 0.000 0.117 -0.148 0.007
H 1.544 1.362 0.000 -0.057 0.154 0.005
H 0.483 -1.521 0.000 0.149 -0.101 0.001
```
Positions in Å, forces in eV/Å.

Calculated values
Lowest unoccupied orbital energy ... 0.231 eV
E_tot ... -366.31737 a.u.
E_HOMO ... -11.17 eV
HOMO-LUMO gap ... 11.401 eV
ΔE to the lowest compared entry with this formula, charge and spin ... 3.5569 eV